1.
The following is a quantum chemistry calculation of C5H10OPPb as an isolated structure in a non-equilibrium geometry, from the Open Molecules 2025 dataset.

Results
2S+1 ... 1
Lowest unoccupied orbital energy (spin up / spin down) ... -4.8 / -5.0 eV
Net charge ... +1
E_tot ... -21920.7588 eV
Energy above the lowest of the compared OMol25 structures with the same formula, charge and spin ... 6.0 kcal per mole

Geometry (Å):
1 C 0.5755 -0.2728 -0.9225
2 C 0.3185 0.7405 -1.8362
3 C -0.9000 0.4950 -2.5293
4 C -1.4840 -0.7310 -2.0967
5 C -0.7115 -1.3191 -1.1061
6 Pb -0.0209 -1.4959 2.6229
7 P 1.8848 0.2605 2.7080
8 H 1.4404 -0.4572 -0.2794
9 H 0.9663 1.6014 -2.0111
10 H -1.3165 1.1415 -3.3006
11 H -0.8131 -2.2750 -0.5837
12 H -2.4076 -1.1517 -2.4975
13 H 1.4872 1.6093 2.3751
14 H 3.0415 0.0355 1.8647
15 H 2.4822 0.4262 4.0125
16 O -1.3341 0.4810 1.5469
17 H -2.2794 0.3077 1.3755
18 H -0.9294 0.6041 0.6574

***

2.
The following is a quantum chemistry calculation of C47H36BrF3IrO3P2 as an isolated structure in a non-equilibrium geometry, from the Open Molecules 2025 dataset.

Results
2S+1 ... 5
Lowest unoccupied orbital energy (spin up / spin down) ... -2.6 / -5.9 eV
Net charge ... +1
E_tot ... -155066.2363 eV
Energy above the lowest of the compared OMol25 structures with the same formula, charge and spin ... 39.4 kcal per mole

Geometry (Å):
1 Ir -17.5550 -10.7427 4.6500
2 C -10.6520 -10.7397 5.7262
3 C -11.0701 -10.9058 4.2109
4 C -9.7048 -11.0880 3.4270
5 C -11.8996 -9.6992 3.7655
6 C -11.4484 -8.7117 2.8677
7 C -12.3919 -7.8333 2.2778
8 C -13.7436 -7.9476 2.5577
9 C -14.2673 -8.9440 3.4294
10 P -16.0603 -9.1644 3.6922
11 C -16.1467 -7.9062 5.0242
12 C -16.1625 -8.3522 6.3175
13 C -16.3859 -7.4166 7.3863
14 C -16.5045 -6.0552 7.0774
15 C -16.3659 -5.6498 5.7292
16 C -16.1584 -6.5357 4.6988
17 C -16.6966 -8.2602 2.2015
18 C -16.1391 -8.4996 0.9422
19 C -16.8123 -8.1223 -0.2215
20 C -17.9143 -7.3265 -0.0901
21 C -18.4802 -7.0694 1.1496
22 C -17.9166 -7.5658 2.3045
23 C -13.3061 -9.7531 4.0866
24 O -13.7295 -10.7467 4.9046
25 C -13.3139 -11.9977 4.4450
26 C -14.3254 -12.9689 4.2653
27 C -13.8990 -14.1834 3.8260
28 C -12.5648 -14.3711 3.4718
29 C -11.5844 -13.3955 3.6367
30 C -11.9452 -12.1845 4.1640
31 P -16.1266 -12.6072 4.5272
32 C -16.0094 -13.1298 6.2774
33 C -15.6592 -14.4108 6.6808
34 C -15.3733 -14.6713 8.0284
35 C -15.5929 -13.7357 8.9963
36 C -15.9295 -12.4230 8.6244
37 C -16.1542 -12.1440 7.2722
38 C -16.9440 -13.7808 3.4668
39 C -16.5476 -13.9744 2.1519
40 C -17.3047 -14.7518 1.2834
41 C -18.5426 -15.2860 1.7305
42 C -18.9074 -15.1517 3.0802
43 C -18.1255 -14.3869 3.9377
44 H -9.9621 -9.8704 5.7998
45 H -10.0663 -11.6019 5.9683
46 H -11.5374 -10.6491 6.3573
47 H -9.1166 -10.1345 3.4514
48 H -9.8290 -11.3304 2.3515
49 H -9.1362 -11.8896 3.9159
50 H -10.3946 -8.6162 2.7217
51 H -12.1068 -7.1096 1.5221
52 H -14.3853 -7.2543 2.0774
53 H -16.0819 -9.4586 6.4856
54 H -16.4559 -7.7229 8.4262
55 H -16.6014 -5.2389 7.8113
56 H -16.4560 -4.5820 5.5860
57 H -16.0128 -6.2654 3.6543
58 H -15.1368 -8.9601 0.8835
59 H -16.3918 -8.3486 -1.2024
60 H -18.3805 -6.8664 -0.9777
61 H -19.3687 -6.4422 1.2030
62 H -18.3600 -7.5277 3.3119
63 H -14.6159 -14.9574 3.6603
64 H -12.3377 -15.3569 3.0950
65 H -10.5901 -13.7202 3.4389
66 H -15.6124 -15.2283 5.9734
67 H -14.8657 -15.6210 8.2351
68 H -15.6356 -14.0199 10.0614
69 H -15.8794 -11.5372 9.3157
70 H -16.3924 -11.1075 6.9303
71 H -15.6014 -13.5887 1.7609
72 H -17.0702 -14.8663 0.1847
73 H -19.2377 -15.7875 1.1056
74 H -19.8569 -15.5653 3.4268
75 H -18.4217 -14.3887 4.9994
76 F -19.9964 -11.9079 3.3026
77 C -18.9403 -11.0554 3.0307
78 F -18.3147 -11.5150 1.8867
79 F -19.5028 -9.9154 2.6781
80 Br -22.0140 -13.2052 10.0003
81 C -21.9963 -11.9448 8.5746
82 C -22.9618 -10.9453 8.6628
83 C -22.8006 -9.8154 7.8178
84 C -21.7613 -9.7706 6.9122
85 C -20.9211 -10.9404 6.7342
86 C -21.1678 -12.0638 7.5197
87 C -19.6681 -10.8564 5.9553
88 O -19.2705 -9.7173 5.4122
89 O -18.8894 -11.8830 5.8007
90 H -23.7183 -11.0298 9.4154
91 H -23.3455 -8.8827 7.9552
92 H -21.5444 -8.9188 6.1979
93 H -20.6797 -13.0121 7.2686

***

3.
The following is a quantum chemistry calculation of C21H20Cl3CuN2O3 as an isolated structure, from the Open Molecules 2025 dataset.

Results
2S+1 ... 2
Lowest unoccupied orbital energy (spin up / spin down) ... 2.5 / 2.4 eV
Net charge ... -1
E_tot ... -113433.5027 eV
Energy above the lowest of the compared OMol25 structures with the same formula, charge and spin ... 0.0 kcal per mole

Geometry (Å):
1 Cu 1.2968 0.6992 -1.7298
2 Cl 6.0068 2.4573 3.5545
3 C 4.6256 2.0990 2.5438
4 C 3.4228 2.7933 2.7582
5 C 2.3281 2.5390 1.9869
6 Cl 0.8486 3.4004 2.2663
7 C 2.3299 1.5644 0.9158
8 O 1.2961 1.3653 0.2170
9 C 3.5710 0.8775 0.7614
10 C 3.7067 -0.1937 -0.2074
11 O 2.8311 -0.6170 -0.9493
12 C 4.6924 1.1555 1.5614
13 H 3.3653 3.5372 3.5420
14 H 4.7072 -0.6649 -0.2306
15 H 5.6110 0.6049 1.3942
16 Cl -5.4311 0.1120 -1.5508
17 C -3.8324 0.8066 -1.7896
18 C -3.2563 1.5507 -0.7771
19 C -1.9843 2.0647 -0.9573
20 C -1.2636 1.8557 -2.1400
21 C 0.1172 2.3129 -2.2779
22 C -1.8913 1.1082 -3.1498
23 C -3.1590 0.5840 -2.9806
24 H -3.7880 1.7029 0.1529
25 H -1.5128 2.6129 -0.1502
26 H 0.3837 3.0934 -1.5671
27 H 0.4067 2.5567 -3.2962
28 H -1.3424 0.8999 -4.0600
29 H -3.6206 -0.0080 -3.7600
30 N 1.6991 -0.3491 -4.6305
31 C 1.5508 0.0412 -3.5522
32 O -0.4586 -0.8620 -0.8438
33 C -0.6179 -0.9295 0.3552
34 C 0.4211 -1.4875 1.2927
35 C -0.1514 -2.8384 1.7910
36 C -1.1186 -3.5435 0.8114
37 C -2.5904 -3.0884 0.8760
38 C -2.8620 -1.6683 0.3702
39 N -1.8698 -0.7494 0.9338
40 H 0.6174 -0.8040 2.1217
41 H 1.3407 -1.6191 0.7280
42 H -0.6733 -2.6927 2.7428
43 H 0.6845 -3.5060 2.0071
44 H -1.0948 -4.6136 1.0290
45 H -0.7445 -3.4362 -0.2111
46 H -2.9224 -3.1612 1.9195
47 H -3.2079 -3.7911 0.3095
48 H -3.8646 -1.3340 0.6413
49 H -2.7788 -1.5984 -0.7139
50 H -1.8239 -0.8386 1.9413